[1]
39
Properties=species:S:1:pos:R:3:forces:R:3:mulliken_charge:R:1 method="wB97M-V/def2-TZVPD" gap_ev=10.0 lumo_ev=-2.65 e_tot_ev=-20409.67619 homo_ev=-12.6398 relative_energy_kj_mol=457.9 charge=+1
C -0.23126 -0.57732 -0.37908 -0.80 -2.10 -0.86 -1.077
C -1.68176 -1.32034 -0.10915 3.35 -1.92 -3.77 -0.436
C -2.54287 -0.80509 -1.25961 -0.07 -0.99 -0.74 -1.086
C -2.05834 1.65339 -1.97309 -0.20 1.46 -1.29 -0.932
C -2.65430 0.67789 -1.33434 -2.62 0.31 3.84 0.819
C -3.70625 1.12772 -0.19669 0.13 0.68 -3.32 -1.414
N 0.98114 -1.19733 0.29758 0.65 0.92 -0.66 -0.115
H -0.28882 0.44090 -0.01446 -0.08 0.07 0.31 0.483
H 0.00058 -0.46349 -1.50087 -0.42 -0.58 1.67 0.423
H -1.70678 -2.52786 -0.21321 0.65 2.88 0.34 0.223
H -1.93162 -1.09521 0.85164 -1.39 0.69 2.45 0.565
H -2.06375 -1.21602 -2.15239 -0.19 -0.05 -0.14 0.408
H -3.53099 -1.30745 -1.14792 0.46 0.70 -0.38 0.398
H -1.46411 1.51483 -2.83331 1.09 -0.74 -0.79 0.373
H -2.30012 2.74777 -1.94217 -0.16 -1.22 0.78 0.261
H -4.39799 0.34719 0.10958 0.03 -0.01 -0.16 0.381
H -3.23010 1.54858 0.64206 0.67 0.49 1.12 0.298
H -4.23101 1.95112 -0.75337 -0.05 -0.72 1.10 0.411
H 0.94301 -1.18446 1.33685 -0.22 -0.06 -0.91 0.523
H 1.40559 -2.14364 -0.00750 -1.10 1.49 0.23 0.511
H 1.72157 -0.46678 0.06207 -0.21 -1.16 0.49 0.293
H 3.33596 1.49930 -0.85697 -0.47 -3.63 -0.10 0.339
H 3.96003 0.33506 0.03097 -1.02 -0.17 -1.16 0.310
O 3.28735 0.43855 -0.70304 1.40 3.28 1.39 -0.653
H 3.21447 -3.33029 -1.50510 5.01 -7.62 -5.97 0.223
H 2.78501 -1.99333 -1.54895 0.15 1.17 -0.57 0.254
O 2.82676 -2.77451 -1.02313 -5.01 6.55 6.39 -0.555
H 1.46388 2.44451 2.31478 -0.76 0.74 0.47 0.299
H 0.14136 2.26352 3.23411 -2.44 2.22 0.96 0.266
O 0.88364 1.90736 2.85963 3.50 -2.60 -1.55 -0.538
H -1.02672 -0.49156 2.18819 0.18 -0.06 -0.48 0.115
H -1.12588 -0.21925 3.65471 3.20 -0.94 -2.25 0.321
O -0.38365 -0.45595 2.90140 -3.58 0.65 2.95 -0.631
H 3.37414 -1.43268 2.63378 0.06 -0.53 -1.13 0.290
H 2.08962 -1.17443 3.12559 -0.64 -0.45 -1.33 0.288
O 2.46964 -1.51815 2.26666 1.09 0.93 3.18 -0.630
H 1.39085 2.06235 -1.80185 -4.49 -1.32 1.45 0.318
H 2.11125 2.41491 -3.11330 -0.13 -0.11 1.01 0.317
O 2.17052 2.32017 -2.14009 4.43 1.78 -2.56 -0.641



[2]
39
Properties=species:S:1:pos:R:3:forces:R:3:mulliken_charge:R:1 method="wB97M-V/def2-TZVPD" gap_ev=10.4 lumo_ev=0.27 e_tot_ev=-20974.96012 homo_ev=-10.0840 smiles=CCO.CCO.CCO.O.O.O.O relative_energy_kj_mol=227.4
C 9.11582 -17.65101 30.47801 -0.67 0.43 0.43 -0.553
C 8.65117 -17.32455 31.93531 1.19 1.25 -0.24 -0.246
O 7.74610 -16.21075 32.00672 -0.97 -0.39 -1.39 -0.552
H 8.26602 -18.07626 29.94407 0.20 -0.05 0.02 -0.276
H 9.95953 -18.34056 30.45023 -0.25 -0.40 0.43 0.345
H 9.48814 -16.82941 29.86608 -0.29 0.53 0.44 0.393
H 9.49838 -16.96088 32.51674 0.40 -0.76 0.09 0.402
H 8.23320 -18.23414 32.36665 -0.11 0.09 0.19 0.172
H 7.77164 -15.67193 32.80084 0.52 -0.55 0.16 0.299
C 4.90392 -23.90633 30.29414 -0.85 -1.75 0.92 -0.980
C 4.19385 -22.61303 30.42837 1.80 1.72 -1.39 0.708
O 4.18498 -22.07065 29.07727 -1.14 -0.28 0.79 -0.522
H 5.86146 -23.92107 29.77356 -0.20 0.60 -0.13 0.209
H 4.20915 -24.57675 29.78824 0.32 -0.38 -0.11 0.300
H 5.09315 -24.29446 31.29496 -0.02 -0.38 0.11 0.366
H 4.80663 -22.01403 31.10200 -0.02 0.55 -0.13 -0.573
H 3.21396 -22.58384 30.90488 -0.19 -0.53 -0.50 0.274
H 4.80133 -21.34759 28.93975 0.20 0.40 0.27 0.316
C 7.50582 -21.24808 27.63327 0.38 0.96 0.50 -0.842
C 7.26188 -20.03430 28.60351 0.10 -1.31 -1.53 -0.149
O 5.88182 -19.74884 28.49512 -0.30 -0.42 -0.15 -0.475
H 6.96784 -22.13393 27.97086 -0.03 0.09 0.04 0.296
H 8.56710 -21.48504 27.55812 -0.02 0.03 0.30 -0.017
H 7.21669 -21.03428 26.60430 -0.31 0.21 0.13 0.267
H 7.82530 -19.14686 28.31520 0.25 -0.16 -0.17 0.439
H 7.56889 -20.32894 29.60701 -0.14 0.04 0.24 0.245
H 5.61882 -19.10924 29.16096 -0.19 0.36 0.44 0.362
O 5.96402 -20.13032 32.51680 0.05 0.01 0.39 -0.684
H 5.86170 -20.92471 31.99268 -0.01 -0.18 -0.06 0.295
H 6.26346 -19.46846 31.89349 0.03 0.35 -0.27 0.292
O 10.27592 -23.48325 27.05170 0.14 -0.09 -0.21 -0.640
H 9.96305 -23.98254 27.80605 -0.08 -0.18 0.18 0.319
H 10.14100 -22.56791 27.29706 0.05 0.17 0.02 0.321
O 5.40560 -18.11272 25.80648 -0.08 0.31 -0.16 -0.663
H 6.13811 -18.36219 25.24307 0.14 -0.02 -0.18 0.301
H 5.42897 -18.74514 26.52463 -0.03 -0.34 0.47 0.315
O 5.31434 -17.97029 30.56450 0.15 -0.16 -0.15 -0.598
H 4.66428 -17.85418 31.25746 -0.25 -0.16 0.25 0.270
H 5.48013 -17.08510 30.24020 0.25 0.38 -0.05 0.261



[3]
40
Properties=species:S:1:pos:R:3:forces:R:3:mulliken_charge:R:1 method="wB97M-V/def2-TZVPD" gap_ev=9.7 lumo_ev=-2.61 e_tot_ev=-19872.62689 homo_ev=-12.2983 relative_energy_kj_mol=89.1 charge=+1
N 0.96507 -0.60211 -1.89066 0.95 0.11 1.17 0.048
C 0.59998 0.36459 -0.75647 -0.40 0.09 -0.73 0.018
C -0.43788 1.35170 -1.31887 0.41 0.45 -0.09 0.405
C -1.73753 0.71593 -1.79657 0.17 -0.35 0.22 -1.350
C -0.67209 2.50058 -0.34052 -0.52 0.21 0.13 -1.492
C 0.24565 -0.47116 0.47828 0.79 -0.05 -0.49 -0.995
N 0.38756 0.30936 1.68952 -0.63 -0.25 0.24 -0.109
C 1.06778 -0.38113 2.76205 0.18 -0.74 0.40 -1.116
H 0.31422 -1.39117 -1.85191 -0.40 -0.49 -0.44 0.293
H 1.89880 -0.96624 -1.63226 -0.19 -0.12 -0.09 0.385
H 1.04594 -0.17294 -2.81111 -0.38 0.05 0.10 0.409
H 1.52131 0.90275 -0.54207 0.02 0.09 0.04 0.129
H 0.07629 1.80117 -2.18318 -0.12 -0.05 -0.02 0.467
H -2.34858 0.44238 -0.94141 -0.21 0.01 0.14 0.231
H -1.55869 -0.20916 -2.35419 -0.08 0.20 -0.22 0.357
H -2.31536 1.39813 -2.41984 0.09 -0.03 0.02 0.439
H 0.27367 2.90876 0.02285 -0.10 -0.01 0.09 0.353
H -1.30950 2.20278 0.49782 0.34 -0.16 0.09 0.293
H -1.24242 3.32136 -0.78760 0.25 -0.14 -0.28 0.431
H -0.72380 -0.94048 0.38504 -0.36 0.07 0.07 0.431
H 0.95134 -1.31266 0.48221 0.06 -0.01 0.11 0.359
H 0.82495 1.19124 1.52202 0.21 0.42 -0.25 0.259
H 0.46913 -1.18988 3.19273 -0.28 0.25 -0.07 0.327
H 1.98919 -0.90464 2.45461 0.10 0.33 -0.17 0.308
H 1.30453 0.30361 3.57356 -0.03 0.08 0.00 0.420
H 2.94222 1.69925 1.91085 0.04 -0.10 -0.17 0.298
H 3.39318 2.93978 1.18847 -0.09 -0.07 -0.25 0.301
O 2.95352 2.09242 1.02679 0.13 0.15 0.44 -0.574
H 4.02729 -0.31835 -0.72781 -0.30 0.04 -0.24 0.309
H 3.93193 -1.49176 0.16094 -0.41 -0.40 -0.10 0.300
O 3.45344 -1.08572 -0.57604 0.77 0.45 0.29 -0.663
H -3.12286 -3.00450 0.51440 -0.13 0.12 0.15 0.331
H -3.92773 -1.78475 0.02844 0.26 -0.33 0.06 0.294
O -3.44465 -2.56933 -0.28135 -0.20 0.38 -0.13 -0.686
H -1.21957 -3.49666 -1.31897 0.05 -0.05 -0.14 0.322
H -1.74733 -2.07407 -1.16924 -0.09 -0.55 0.13 0.259
O -0.92508 -2.58135 -1.30830 0.11 0.41 -0.22 -0.691
H -3.13135 0.31677 2.25447 -0.54 -0.41 -0.18 0.272
H -1.94922 0.30646 1.41869 0.16 -0.39 -0.25 0.217
O -2.82335 -0.12095 1.44462 0.39 0.80 0.66 -0.590